(1)
Formula: C4H7O2
Source: the OMol25 dataset
Level of theory: ωB97M-V with the def2-TZVPD basis set

```
13
Properties=species:S:1:pos:R:3:forces:R:3
C 1.71041 0.67423 0.03718 -2.194 2.548 0.658
C 0.52574 1.02230 -0.54368 1.610 0.865 -0.659
C 0.23271 -1.33850 -0.35651 3.983 -1.310 -0.713
C -1.55114 0.10414 0.37295 -0.994 4.160 -1.525
O 1.93965 -0.43112 0.49100 -0.865 -5.259 -0.274
O -0.34173 -0.09623 -0.44138 -1.135 -2.473 -0.070
H 2.21708 1.40805 0.60052 1.215 1.737 -0.314
H 0.11939 1.99456 -0.80121 -0.191 -0.603 -0.093
H 0.91770 -1.79455 -1.26506 -2.128 1.910 2.171
H -0.20320 -2.14990 0.32457 0.316 1.880 -0.816
H -1.89065 -0.71187 0.85588 -0.333 -3.200 1.451
H -1.32893 0.91895 1.06915 0.036 -0.264 -0.219
H -2.34705 0.39995 -0.34341 0.681 0.010 0.402
```
Positions in Å, forces in eV/Å.

For the lowest unoccupied orbital energy (spin up / spin down), the calculation gives -5.66 / -5.66 eV. The energy above the lowest of the compared OMol25 structures with the same formula, charge and spin comes out at 5.428 eV. The frontier orbital gap (spin up / spin down) is 8.222 / 8.224 eV. The calculation puts the HOMO energy (spin up / spin down) at -13.88 / -13.88 eV. The net charge is +1.

(2)
Formula: C13H18N3O2S2SeSiZn
Source: the OMol25 dataset
Level of theory: ωB97M-V with the def2-TZVPD basis set

```
41
Properties=species:S:1:pos:R:3:forces:R:3
Zn 2.25267 -0.45241 -0.27357 0.310 -0.111 -0.308
C -3.66564 1.25182 -0.68761 0.025 0.080 -0.189
Si -3.21979 0.31513 0.86516 -0.032 -0.076 0.135
C -4.76757 -0.66077 1.34482 -0.119 -0.094 0.027
C -2.90568 1.50052 2.27404 0.083 0.149 0.112
C -1.86103 -0.93719 0.61934 0.182 0.040 -0.050
C -2.09998 -2.29646 0.69554 -0.003 0.001 -0.067
C -1.07726 -3.22842 0.50252 -0.050 0.019 0.031
C 0.18413 -2.73660 0.24761 0.170 0.068 -0.001
N 0.45973 -1.43694 0.18140 -0.301 0.366 -0.024
C -0.52359 -0.50463 0.34815 0.118 -0.220 0.109
S -0.07017 1.14251 0.24979 -0.202 -0.087 -0.051
H -4.60907 1.79478 -0.55496 0.079 -0.020 -0.008
H -3.77524 0.56803 -1.53497 -0.016 0.041 0.048
H -2.87022 1.95750 -0.93244 -0.038 -0.012 -0.019
H -5.60350 0.02930 1.50622 0.046 -0.052 -0.013
H -4.61577 -1.22624 2.27096 -0.022 0.038 -0.073
H -5.06105 -1.36616 0.55971 -0.012 0.046 0.063
H -3.82025 2.04549 2.53420 0.018 -0.028 -0.008
H -2.12574 2.21077 1.99113 -0.086 -0.072 0.069
H -2.55767 0.96343 3.16187 -0.024 0.037 -0.048
H -3.10538 -2.65405 0.90038 0.033 0.007 0.011
H -1.25525 -4.29422 0.55331 0.005 0.013 0.000
H 1.03160 -3.39797 0.09246 -0.015 0.030 -0.017
N 3.45767 1.39313 -0.48150 -0.106 0.024 -0.034
C 3.40912 2.10372 -1.76484 -0.061 -0.144 0.057
C 3.54502 1.12910 -2.93391 0.014 0.116 0.094
C 2.21759 0.42508 -3.25185 0.067 -0.357 -0.056
O 1.77852 0.53231 -4.40788 -0.018 0.016 0.171
O 1.69971 -0.23153 -2.29686 -0.137 0.159 -0.111
H 3.12924 1.95586 0.29416 -0.026 -0.023 0.018
H 4.39307 1.07056 -0.25934 0.002 -0.015 -0.001
H 4.18271 2.87539 -1.82394 0.087 0.078 0.007
H 2.44118 2.60576 -1.82405 -0.015 -0.011 0.031
H 4.29750 0.37196 -2.68152 -0.034 0.017 -0.039
H 3.86583 1.65669 -3.83085 0.055 0.042 -0.013
Se 3.08938 0.31462 4.81038 0.035 0.037 0.212
C 2.84692 0.08596 3.03615 -0.004 -0.047 -0.457
N 2.70589 -0.05530 1.89065 -0.052 0.043 0.379
S 4.84203 -2.95922 -0.86231 -0.015 0.025 -0.019
C 3.76034 -1.86129 -0.52756 0.059 -0.125 0.033
```
Positions in Å, forces in eV/Å.

The spin multiplicity is 2. For the lowest unoccupied orbital energy (spin up / spin down), the calculation gives 4.64 / 4.64 eV. The energy above the lowest of the compared OMol25 structures with the same formula, charge and spin comes out at 0.000 eV. The frontier orbital gap (spin up / spin down) is 4.629 / 6.584 eV. The calculation puts the HOMO energy (spin up / spin down) at 0.01 / -1.94 eV. The net charge is -2.

(3)
Formula: C9H12N2
Source: the OMol25 dataset
Level of theory: ωB97M-V with the def2-TZVPD basis set

```
23
Properties=species:S:1:pos:R:3:forces:R:3
N -1.15589 2.18388 -0.92755 1.938 -0.100 1.260
N -0.98734 1.47896 0.29385 0.722 -0.876 -1.917
C -0.98263 0.09120 0.45326 0.307 0.368 -1.591
C -1.14389 -0.34133 1.75457 -0.336 -2.469 -0.836
C -1.03211 -1.70980 2.04618 0.879 0.295 0.965
C -0.68989 -2.63042 1.03895 -0.592 -0.894 1.827
C -0.70267 -2.17729 -0.25062 1.111 1.184 0.275
C -0.78749 -0.82331 -0.58338 -1.366 -0.356 0.362
H -1.93916 1.87366 -1.43259 -1.069 -0.697 -0.926
H -0.27953 2.04669 -1.44291 -0.696 0.130 -0.087
H -1.47201 1.86789 1.02312 -1.187 1.712 1.820
H -1.73261 0.31279 2.31702 -0.063 0.994 1.817
H -1.02897 -2.00982 3.12460 -0.467 0.097 -1.139
H -0.57009 -3.72202 1.31420 0.028 1.497 -0.534
H -0.33952 -2.78546 -1.01258 -0.159 -1.424 -1.392
H -1.08486 -0.62119 -1.61281 0.933 0.520 0.092
C 2.16758 0.35416 -2.41275 -0.848 0.287 -0.888
C 2.11295 0.94727 -1.38288 1.221 0.436 2.091
C 2.39702 1.35858 -0.01383 0.665 -1.342 1.223
H 1.76560 0.19350 -3.35053 -0.003 -0.765 -1.520
H 1.49414 1.82187 0.44586 0.957 -0.098 -0.110
H 3.36656 1.93205 0.07564 -1.375 -0.191 -0.178
H 2.62481 0.35811 0.53516 -0.601 1.692 -0.614
```
Positions in Å, forces in eV/Å.

For the lowest unoccupied orbital energy, the calculation gives 0.93 eV. The energy above the lowest of the compared OMol25 structures with the same formula, charge and spin comes out at 5.075 eV. The frontier orbital gap is 9.078 eV. The calculation puts the HOMO energy at -8.15 eV. The net charge is 0.

(4)
Formula: C25H39KN6O2S5
Source: the OMol25 dataset
Level of theory: ωB97M-V with the def2-TZVPD basis set

```
78
Properties=species:S:1:pos:R:3:forces:R:3
K -0.25135 -0.19260 0.35184 0.189 -0.497 -0.134
N -2.18975 -3.06535 0.43410 -0.191 0.091 0.579
C -2.56543 -3.34800 1.82449 -0.691 0.497 0.099
C -1.37087 -3.28392 2.78425 -0.041 0.637 -0.583
N -0.93425 -1.85136 2.95033 0.109 -1.266 1.388
C 0.33358 -1.81372 3.74889 -0.071 0.825 -1.238
C 1.49389 -2.49771 3.06759 1.632 -0.447 0.302
N 2.03777 -1.66846 2.00098 0.075 -0.529 -0.805
C -1.93899 -1.22831 3.82925 -0.670 -0.260 -0.214
C -1.76529 0.25926 3.95951 -1.224 0.302 1.214
N -1.74109 0.94580 2.72530 -0.104 0.754 -2.060
H -2.99266 -2.83976 -0.14474 0.131 -0.004 0.208
H -1.68565 -3.82778 0.00688 0.275 -0.069 -0.090
H -3.09284 -4.31045 1.98144 0.230 0.106 -0.124
H -3.28676 -2.56252 2.13972 0.292 -0.573 -0.454
H -0.59211 -3.92019 2.31219 -0.185 0.581 0.595
H -1.66154 -3.65616 3.80059 0.214 -0.195 -0.608
H 0.21606 -2.31032 4.72353 -0.348 0.310 0.246
H 0.60365 -0.70098 3.84038 -0.230 -1.714 0.204
H 1.33988 -3.56018 2.76246 -0.393 1.032 -0.282
H 2.28456 -2.65223 3.83681 -0.350 0.178 0.126
H 2.44134 -2.23584 1.22652 -0.379 0.813 0.652
H 2.68637 -0.96943 2.37423 -0.218 -0.498 -0.502
H -1.87728 -1.65357 4.84994 0.102 -0.049 -0.016
H -2.97249 -1.46500 3.51269 0.602 0.259 -0.183
H -0.83223 0.38310 4.49352 0.183 0.564 0.366
H -2.61365 0.64181 4.60574 0.755 -0.486 -0.098
H -1.90617 1.95449 2.80305 0.115 -0.640 0.143
H -2.42287 0.61659 1.99648 0.503 0.257 0.752
O 6.05959 -5.25046 -2.56520 0.186 0.039 0.152
C 5.14820 -4.52710 -2.22301 -0.229 -0.218 0.218
S 5.05257 -2.78133 -2.65805 -0.685 -1.285 0.605
C 3.37827 -2.58769 -2.09683 -1.129 -3.672 1.960
C 2.75639 -3.73607 -1.46309 1.939 3.334 -1.866
S 1.14415 -3.81620 -0.98731 -1.457 -0.220 0.879
S 3.72720 -5.13067 -1.23732 1.740 0.025 -1.030
S 2.56199 -1.15128 -2.27730 -0.504 2.302 -0.542
C -1.05458 1.87874 -2.82206 -0.362 -1.890 0.410
N -1.90402 1.28072 -1.74820 0.054 0.556 -0.058
C -3.10188 1.73506 -1.62312 0.633 0.423 -0.955
C -4.02111 1.38912 -0.57587 0.006 0.114 0.703
C -5.35019 1.80028 -0.52775 -1.564 0.630 -0.172
C -5.92039 1.33179 0.67394 1.471 -0.740 -0.430
C -4.85306 0.61321 1.26425 -0.114 0.356 0.122
N -3.70274 0.69848 0.57687 -0.404 -0.373 -0.767
C -1.20885 1.14818 -4.14596 -0.224 0.411 -0.293
C -1.97713 1.75158 -5.17495 0.617 -1.457 0.207
C -2.21571 1.04545 -6.35662 -0.345 1.374 -0.241
C -1.58243 -0.16591 -6.59953 -0.285 0.267 -0.901
C -0.74851 -0.69382 -5.65008 0.216 -0.580 1.180
C -0.61680 -0.09754 -4.38094 -0.020 -0.367 -0.530
H -0.01271 1.81773 -2.50914 0.050 -0.090 0.133
H -1.29779 2.90101 -2.93047 -0.351 1.371 -0.338
H -3.51800 2.48983 -2.38032 0.458 -0.781 0.793
H -5.93137 2.36543 -1.27277 0.617 -0.225 0.195
H -6.92512 1.40658 1.03659 -0.312 0.080 0.005
H -4.87483 0.01994 2.16942 -0.048 0.130 0.250
H -2.37172 2.74542 -5.05396 -0.207 0.168 0.173
H -2.85643 1.55999 -7.10676 0.510 -0.696 0.382
H -1.70037 -0.66746 -7.56417 -0.054 0.140 0.299
H -0.23521 -1.64209 -5.83229 -0.137 0.327 0.081
H -0.04509 -0.68098 -3.64220 -0.091 0.718 -0.080
C 5.28949 2.45444 1.51851 1.362 0.518 0.041
C 4.68710 2.00761 0.19047 1.127 1.197 0.450
S 2.99048 2.48113 -0.11629 -1.759 -1.251 0.132
O 2.21562 1.44014 0.68436 0.438 1.508 -0.309
C 2.74447 4.14962 0.67304 0.241 -0.590 -0.274
C 3.42803 5.20026 -0.19943 0.921 0.555 0.538
H 6.25925 1.93018 1.74919 -1.102 0.046 -0.241
H 4.60772 2.34959 2.36077 0.050 -0.039 0.026
H 5.64125 3.50903 1.41814 -0.600 -0.459 0.298
H 4.62316 0.93310 0.11881 -0.052 -0.356 -0.374
H 5.32157 2.44340 -0.59938 -0.378 -0.514 -0.061
H 3.14990 4.09037 1.70577 -0.577 0.287 -0.564
H 1.64470 4.29553 0.61076 0.665 -0.356 0.467
H 4.53453 5.02778 -0.18580 -0.820 0.252 -0.236
H 3.25151 6.22637 0.18684 0.126 -0.579 -0.001
H 3.06509 5.22430 -1.22955 0.076 -0.370 0.084
```
Positions in Å, forces in eV/Å.

For the lowest unoccupied orbital energy, the calculation gives 3.51 eV. The energy above the lowest of the compared OMol25 structures with the same formula, charge and spin comes out at 0.000 eV. The frontier orbital gap is 2.942 eV. The calculation puts the HOMO energy at 0.57 eV. The net charge is -2.